Formula: C27H14Cl8IrNO2P
Source: OMol25
Level of theory: ωB97M-V/def2-TZVPD

The net charge is +2. Its lowest unoccupied orbital energy (alpha / beta) is -7.898 / -9.433 eV. The spin multiplicity is 2. The value obtained for the energy relative to the best compared isomer or geometry (same formula, charge and spin) is 75.1 kJ/mol.

Last column: Mulliken spin population.
CARTESIAN COORDINATES (ANGSTROEM)
Ir1 -1.18 1.34 0.67  0.537
O1 -2.59 -0.47 3.83  0.008
C1 -1.63 -0.44 3.14  0.000
O2 -1.27 0.70 2.45  -0.005
C2 -0.64 -1.55 2.95  0.002
C3 -0.68 -2.61 3.85  -0.001
C4 0.20 -3.67 3.72  0.000
C5 1.15 -3.67 2.71  0.000
C6 1.21 -2.61 1.81  0.001
C7 0.30 -1.56 1.91  -0.003
P1 0.49 -0.28 0.64  0.002
C8 0.43 -1.00 -1.02  0.010
C9 0.28 -2.37 -1.22  -0.002
C10 0.13 -2.87 -2.51  0.000
C11 0.10 -2.01 -3.59  -0.002
C12 0.24 -0.64 -3.40  0.001
C13 0.39 -0.14 -2.12  -0.011
C14 2.04 0.56 0.97  -0.002
C15 2.60 1.45 0.04  -0.009
C16 3.78 2.10 0.34  0.000
C17 4.41 1.89 1.56  0.001
C18 3.86 1.02 2.49  -0.001
C19 2.67 0.37 2.21  0.001
H1 -1.41 -2.58 4.65  0.000
H2 0.16 -4.49 4.42  0.000
H3 1.84 -4.49 2.62  0.000
H4 1.97 -2.61 1.04  0.000
H5 0.27 -3.06 -0.39  0.000
H6 0.03 -3.94 -2.66  0.000
H7 -0.02 -2.41 -4.59  0.000
H8 0.22 0.03 -4.24  0.000
H9 0.47 0.93 -1.99  0.000
H10 2.14 1.60 -0.92  0.000
H11 4.21 2.78 -0.38  0.000
H12 5.34 2.40 1.79  0.000
H13 4.34 0.86 3.44  0.000
H14 2.23 -0.29 2.95  0.000
Cl1 -2.97 3.47 -0.96  0.021
C20 -3.27 1.82 -1.31  0.046
C21 -2.63 0.81 -0.54  0.134
C22 -3.09 -0.52 -0.70  0.058
Cl2 -2.57 -1.75 0.36  0.024
C23 -4.02 -0.85 -1.68  -0.013
Cl3 -4.52 -2.46 -1.89  -0.002
C24 -4.55 0.16 -2.50  0.146
Cl4 -5.68 -0.23 -3.70  0.060
C25 -4.20 1.51 -2.29  -0.016
Cl5 -4.93 2.74 -3.22  -0.001
Cl6 2.32 4.14 -2.49  0.000
C26 0.91 4.82 -1.66  0.000
Cl7 -0.28 5.42 -2.82  0.000
Cl8 1.36 6.04 -0.48  0.000
C27 0.27 3.72 -0.93  -0.011
N1 -0.23 2.89 -0.33  0.027